{
  "formula": "C19H26N2O3S2",
  "method": "ωB97M-V/def2-TZVPD",
  "orbital_gap_ev": 6.7,
  "e_above_lowest_kcal_mol": 347.7,
  "total_energy_ev": -50903.2844,
  "fmax_ev_per_a": 17.99,
  "total_charge": 0,
  "lumo_ev": -0.43,
  "e_homo_ev": -7.14,
  "symbols": ["C", "C", "H", "H", "H", "C", "C", "H", "C", "H", "H", "C", "H", "N", "H", "H", "H", "H", "H", "H", "H", "C", "C", "C", "O", "S", "H", "H", "C", "C", "C", "C", "O", "H", "N", "H", "H", "S", "H", "H", "C", "C", "H", "C", "C", "H", "H", "H", "H", "O", "C", "C"],
  "positions_angstrom": [[4.410080, -0.181921, -0.011258], [-1.116127, 1.698981, -0.353806], [5.073242, -1.388541, 0.183594], [-0.138477, -2.477767, 2.551522], [3.528920, 1.419379, -2.854300], [0.760975, -2.580718, 1.628676], [-3.745115, 1.337815, -0.626372], [-3.662830, 2.053973, 1.548260], [2.339077, 2.481274, 0.081876], [3.502030, 2.735290, 1.803575], [0.379439, -4.415802, 0.972488], [-6.078340, 1.621361, 1.097000], [1.212442, -3.434464, -0.106427], [1.181320, 1.358671, -1.591502], [1.537885, -2.925395, 2.435884], [-5.659757, 0.966368, 1.856057], [-0.511436, -3.470811, -1.933658], [-3.334154, -2.988897, -0.805141], [-2.932587, -3.489916, -2.461249], [-2.578052, -1.881719, -1.747864], [4.262981, 3.476940, 0.556455], [-1.646550, 0.781990, -1.566412], [-1.734998, 2.128919, 0.659021], [2.511143, 1.640020, -1.101379], [-0.707030, -2.760455, 0.050817], [-5.438322, 0.796635, -0.350304], [-7.181102, 1.197264, 1.121710], [-1.318334, -4.794565, -0.713095], [-1.150490, -3.602557, -1.040613], [0.397516, 1.867190, -0.464854], [3.388937, 3.244249, 0.682709], [3.594321, 1.406473, -1.823423], [3.308234, 0.536325, 2.104884], [-3.618093, 0.243952, -2.205509], [2.157739, -0.831343, 0.455436], [5.197188, 0.648258, 0.346674], [2.915035, 4.208271, 1.246392], [4.146018, -0.326969, -1.815585], [-5.870766, 2.619403, 1.212095], [-1.043787, 0.814135, -2.451649], [0.968484, -0.948408, 1.189937], [-2.930895, 0.780710, -1.512906], [4.384819, 2.133758, -1.460705], [0.399108, -3.348997, 0.596933], [-3.153759, 1.846237, 0.842757], [-1.180265, 2.705708, 1.458485], [2.129945, -1.267936, -0.360109], [1.050796, -0.450682, 2.203465], [0.038463, -0.580045, 0.631521], [1.173893, 2.654033, 0.294820], [3.336162, -0.265680, 0.997392], [-2.554914, -2.989980, -1.452298]],
  "forces_ev_per_a": [[5.441, -3.633, 1.536], [6.272, -4.317, -8.461], [-1.684, 3.645, -0.243], [1.783, -0.387, -2.942], [-0.777, 1.371, -2.287], [0.560, 7.110, 10.099], [-1.424, 1.933, 11.238], [-6.575, 2.758, 9.017], [9.824, -2.936, -7.297], [0.003, 0.566, -2.429], [-1.138, 0.496, -0.590], [-1.817, -4.889, 0.127], [0.574, 0.183, -0.983], [-0.373, 1.448, 6.293], [-0.591, 0.562, -2.343], [0.287, 0.747, 0.857], [0.144, -0.500, 0.625], [-2.056, -0.866, 2.549], [0.766, 0.677, 2.097], [1.047, -1.438, 0.397], [9.315, 1.823, -3.280], [4.852, 5.095, 3.956], [-5.286, 2.215, 7.056], [-9.288, 3.415, 3.890], [-1.434, -2.314, -2.072], [0.116, 0.036, -2.531], [1.884, 1.727, -0.287], [0.754, 3.209, -0.797], [-3.159, -0.021, 0.356], [0.614, -1.549, -6.010], [-10.247, -0.014, 9.823], [6.393, -0.490, -1.872], [0.459, -4.981, -5.131], [1.120, 0.166, -0.602], [2.405, 3.084, 5.939], [-1.794, -1.866, -1.117], [0.751, -1.644, -1.915], [0.464, 0.277, 2.300], [0.007, 2.368, 0.185], [0.463, -1.095, -0.026], [-1.861, -2.077, 2.893], [-5.153, -2.444, -3.437], [-0.175, -1.191, -0.726], [0.302, -4.671, -2.554], [7.811, -3.070, -15.909], [-0.619, -0.800, -0.874], [0.685, -1.981, -4.502], [0.053, -0.134, -1.493], [1.482, -0.659, 0.763], [-8.944, 0.496, 3.423], [-4.093, 4.290, 2.192], [1.857, 0.271, -4.902]],
  "mulliken_charge": [-0.677, -0.042, 0.317, 0.282, 0.430, -0.704, 0.341, 0.996, 1.248, 0.271, 0.352, -0.875, 0.337, -0.528, 0.311, 0.300, 0.266, 0.427, 0.343, 0.038, 0.753, -0.716, -0.105, 0.543, -0.113, -0.068, 0.289, 0.220, -0.259, 0.029, -2.169, -0.930, -0.724, 0.352, 0.290, 0.322, 0.214, -0.126, 0.358, 0.473, -0.607, -0.148, 0.284, -0.478, -1.181, 0.299, 0.257, 0.297, 0.142, -0.298, 0.342, -0.975]
}